(1)
{
  "formula": "C2H8N3",
  "method": "ωB97M-V with the def2-TZVPD basis set",
  "species": ["C", "N", "C", "N", "N", "H", "H", "H", "H", "H", "H", "H", "H"],
  "xyz": [[1.621, 0.555, -0.630], [0.172, 0.718, -0.426], [-0.611, -0.068, 0.268], [-1.893, 0.057, 0.323], [-0.070, -1.152, 0.784], [1.843, -0.328, -1.196], [1.810, 1.410, -1.230], [2.026, 0.342, 0.389], [-0.203, 1.403, -1.133], [-2.288, 0.951, 0.116], [-2.530, -0.547, 0.907], [-0.601, -1.728, 1.441], [0.723, -1.612, 0.388]],
  "mulliken_charge": [-0.8934, -0.2609, 0.7392, -0.3914, -0.3859, 0.3546, 0.2843, 0.3647, 0.2714, 0.2354, 0.2563, 0.2129, 0.2129],
  "relative_energy_kcal_mol": 14.46,
  "homo_energy_ev": -15.0319,
  "total_energy_ha": -245.04455,
  "orbital_gap_ev": 11.7948,
  "charge": 1
}

---

(2)
{
  "formula": "C2H7OS",
  "method": "ωB97M-V with the def2-TZVPD basis set",
  "species": ["O", "H", "C", "C", "S", "H", "H", "H", "H", "H", "H"],
  "xyz": [[2.425, 4.222, -1.807], [1.531, 3.946, -2.109], [-1.407, -2.099, 1.196], [-0.221, -1.131, 0.737], [-0.719, -0.371, -0.887], [-1.380, -2.852, 0.441], [-1.215, -2.366, 2.210], [-2.506, -1.608, 0.943], [0.656, -1.675, 0.310], [-0.046, -0.540, 1.665], [2.882, 4.475, -2.699]],
  "mulliken_charge": [-0.6552, 0.3237, -0.9177, -0.3854, -0.1119, 0.3079, 0.3169, 0.2496, 0.2642, 0.2767, 0.3313],
  "relative_energy_kcal_mol": 24.07,
  "homo_energy_ev": [-9.3066, -8.9078],
  "total_energy_ha": -553.73403,
  "orbital_gap_ev": [10.0780, 7.0417],
  "charge": 0,
  "spin_multiplicity": 2,
  "s_squared": 0.75
}

---

(3)
{
  "formula": "C41H89N5O12S",
  "method": "ωB97M-V with the def2-TZVPD basis set",
  "species": ["C", "C", "C", "O", "C", "O", "C", "C", "O", "C", "C", "O", "S", "O", "O", "O", "C", "C", "C", "C", "C", "C", "C", "C", "O", "C", "C", "C", "C", "C", "N", "C", "C", "C", "C", "H", "H", "H", "H", "H", "H", "H", "H", "H", "H", "H", "H", "H", "H", "H", "H", "H", "H", "H", "H", "H", "H", "H", "H", "H", "H", "H", "H", "H", "H", "H", "H", "H", "H", "H", "H", "H", "H", "H", "H", "H", "H", "H", "H", "H", "C", "O", "C", "C", "C", "N", "H", "H", "H", "H", "H", "H", "H", "H", "H", "H", "H", "C", "O", "C", "C", "C", "N", "H", "H", "H", "H", "H", "H", "H", "H", "H", "H", "H", "C", "O", "C", "C", "C", "N", "H", "H", "H", "H", "H", "H", "H", "H", "H", "H", "H", "C", "O", "C", "C", "C", "N", "H", "H", "H", "H", "H", "H", "H", "H", "H", "H", "H"],
  "xyz": [[2.487, -3.076, -2.794], [1.141, -2.574, -3.584], [0.983, -0.908, -3.627], [-0.408, -0.455, -3.707], [-0.961, -0.122, -2.352], [-0.379, -0.938, -1.282], [-1.326, -1.277, -0.218], [-1.875, -2.856, -0.289], [-2.372, -3.244, -1.616], [-2.045, -4.635, -1.960], [-2.132, -4.717, -3.629], [-2.412, -0.390, -2.640], [-3.451, 0.938, -2.215], [-4.409, 0.420, -1.089], [-4.214, 1.655, -3.355], [-2.168, 1.795, -1.412], [-0.804, 1.502, -1.973], [-0.801, 2.579, -3.242], [0.570, 2.571, -4.131], [0.227, 2.066, -5.689], [0.719, 3.170, -6.817], [-0.652, 3.863, -7.416], [-1.131, 4.978, -6.282], [-2.710, 4.761, -5.880], [-3.437, 6.043, -5.863], [-4.813, 5.858, -5.328], [0.113, 1.884, -0.638], [1.691, 2.159, -0.959], [1.948, 3.781, -1.267], [3.253, 4.067, -2.216], [4.308, 2.992, -2.076], [4.613, 2.095, -3.257], [5.753, 0.973, -2.843], [6.018, 1.434, -1.286], [5.112, 2.724, -0.820], [2.496, -4.256, -2.640], [2.552, -2.574, -1.736], [3.465, -2.792, -3.409], [0.206, -2.993, -2.972], [1.060, -3.063, -4.650], [1.483, -0.609, -4.671], [1.643, -0.370, -2.814], [-0.696, -1.247, 0.797], [-2.197, -0.503, -0.051], [-2.617, -3.078, 0.597], [-0.907, -3.513, -0.067], [-2.904, -5.313, -1.544], [-0.962, -4.978, -1.681], [-2.932, -5.507, -3.983], [-2.505, -3.674, -4.072], [-1.081, -4.906, -4.127], [-1.724, 2.469, -3.952], [-0.898, 3.651, -2.727], [0.950, 3.676, -4.214], [1.414, 1.852, -3.755], [-0.888, 1.743, -5.830], [0.877, 1.088, -5.897], [1.242, 2.543, -7.687], [1.509, 3.928, -6.405], [-0.407, 4.375, -8.441], [-1.441, 2.978, -7.540], [-1.015, 6.035, -6.818], [-0.484, 4.931, -5.292], [-3.209, 4.071, -6.693], [-2.728, 4.280, -4.812], [-4.948, 6.378, -4.273], [-5.628, 6.298, -6.068], [-5.067, 4.713, -5.160], [-0.335, 2.923, -0.257], [-0.018, 1.138, 0.252], [2.282, 1.958, 0.059], [2.180, 1.456, -1.754], [2.101, 4.295, -0.202], [0.966, 4.228, -1.721], [2.921, 4.082, -3.359], [3.659, 5.154, -1.941], [4.160, 2.115, -4.337], [6.214, 0.103, -3.486], [6.791, 0.857, -0.613], [5.055, 3.321, 0.191], [1.398, -4.820, 2.182], [0.019, -4.732, 1.857], [-0.776, -5.812, 2.355], [-1.248, -5.629, 3.817], [-0.162, -5.923, 4.847], [-1.773, -4.275, 4.048], [1.758, -5.854, 2.176], [1.586, -4.356, 3.151], [1.959, -4.256, 1.432], [-1.667, -5.839, 1.716], [-0.265, -6.772, 2.213], [-2.060, -6.346, 3.992], [0.597, -5.137, 4.896], [-0.599, -6.006, 5.849], [0.341, -6.871, 4.626], [-2.555, -4.115, 3.411], [-1.061, -3.614, 3.725], [0.467, -4.378, 10.406], [-0.685, -4.162, 9.605], [-1.025, -2.785, 9.419], [-0.261, -2.094, 8.266], [1.171, -1.715, 8.628], [-0.243, -2.928, 7.055], [0.549, -3.648, 11.217], [1.364, -4.362, 9.785], [0.390, -5.376, 10.847], [-2.093, -2.779, 9.166], [-0.928, -2.227, 10.360], [-0.791, -1.162, 8.033], [1.838, -2.580, 8.676], [1.587, -1.033, 7.877], [1.208, -1.201, 9.596], [-1.207, -3.109, 6.770], [0.104, -3.852, 7.329], [6.356, 7.098, -0.370], [5.205, 7.314, -1.171], [4.864, 8.691, -1.357], [5.628, 9.382, -2.510], [7.061, 9.761, -2.148], [5.646, 8.548, -3.721], [6.438, 7.828, 0.441], [7.254, 7.114, -0.991], [6.279, 6.100, 0.071], [3.797, 8.697, -1.610], [4.961, 9.249, -0.417], [5.098, 10.314, -2.743], [7.727, 8.897, -2.101], [7.476, 10.443, -2.899], [7.097, 10.275, -1.181], [4.683, 8.367, -4.006], [5.994, 7.625, -3.448], [-6.557, -6.666, 2.762], [-5.433, -5.836, 3.011], [-5.747, -4.587, 3.635], [-5.863, -4.660, 5.175], [-7.181, -5.260, 5.657], [-4.749, -5.419, 5.764], [-7.443, -6.088, 2.484], [-6.764, -7.289, 3.633], [-6.307, -7.334, 1.932], [-4.911, -3.920, 3.392], [-6.641, -4.138, 3.183], [-5.818, -3.633, 5.557], [-7.232, -6.341, 5.509], [-7.312, -5.079, 6.730], [-8.031, -4.803, 5.139], [-3.873, -4.964, 5.506], [-4.706, -6.319, 5.278]],
  "mulliken_charge": [-1.0175, 0.4252, -0.0263, -0.2811, 0.6765, -0.0403, -0.6818, 0.2949, -0.3083, -0.1316, -0.7982, -0.3703, 1.1626, -0.5710, -0.5479, -0.5435, 1.0276, -0.8797, 0.9875, -0.4643, -0.6860, -0.6790, -0.2036, -0.2152, -0.3993, -0.5526, -1.2307, 0.2255, -0.5475, -0.1183, 0.3550, -0.1008, -0.6669, -0.4044, -0.4213, 0.3226, 0.2189, 0.2783, -0.5324, 0.4343, 0.1099, -0.1594, 0.2719, 0.3112, 0.0060, -0.0514, 0.3145, 0.1369, 0.2931, 0.1492, 0.2148, 0.1343, 0.2254, 0.1699, -0.5507, 0.2659, 0.1251, 0.3331, 0.2418, 0.3360, 0.3069, 0.3670, 0.0734, 0.2046, 0.1768, 0.2218, 0.2388, 0.2192, 0.4064, 0.1260, 0.4499, -0.4291, 0.3532, 0.2020, 0.0700, -0.0891, 0.3189, 0.3066, 0.2751, 0.3355, -0.8560, -0.0477, -0.9899, 0.7252, -1.6620, -0.4194, 0.3495, 0.2725, 0.2156, 0.2726, 0.4905, 0.2921, 0.2708, 0.3785, 0.4075, 0.0011, 0.3325, -0.6639, -0.3665, -0.6808, 0.2532, -1.4396, -0.5222, 0.3004, 0.2339, 0.2576, 0.3433, 0.4192, 0.4451, 0.2625, 0.3648, 0.3577, 0.1463, 0.2719, -0.6779, -0.2111, -0.7648, 0.3128, -1.3747, -0.7278, 0.3265, 0.2597, 0.1548, 0.3282, 0.3964, 0.4033, 0.2777, 0.3503, 0.3395, 0.2752, 0.3229, -0.8052, -0.2312, -0.6532, 0.3760, -1.5289, -0.6723, 0.3557, 0.2642, 0.2200, 0.2058, 0.4970, 0.4330, 0.2779, 0.3804, 0.3577, 0.1530, 0.3623],
  "homo_energy_ev": -8.0191,
  "total_energy_ha": -3189.66349,
  "orbital_gap_ev": 8.2686,
  "charge": 0
}

---

(4)
{
  "formula": "C36H40BNP2Zr",
  "method": "ωB97M-V with the def2-TZVPD basis set",
  "species": ["Zr", "C", "C", "C", "C", "C", "C", "C", "C", "C", "H", "H", "H", "H", "H", "H", "H", "H", "H", "H", "H", "H", "H", "H", "H", "P", "P", "C", "C", "C", "C", "C", "C", "C", "C", "C", "C", "C", "C", "C", "C", "C", "C", "C", "C", "C", "C", "C", "C", "C", "C", "C", "C", "H", "H", "H", "H", "H", "H", "H", "H", "H", "H", "H", "H", "H", "H", "H", "H", "H", "H", "H", "H", "H", "H", "B", "C", "N", "H", "H", "H"],
  "xyz": [[-0.009, 0.411, 3.038], [-1.897, 0.844, -4.667], [-1.910, -0.426, -4.246], [-1.059, -1.562, -4.743], [0.288, -1.178, -5.394], [1.202, -0.348, -4.536], [1.224, 0.989, -4.431], [0.361, 1.981, -5.153], [-0.990, 1.463, -5.696], [1.954, 0.569, 4.071], [-2.664, 1.535, -4.292], [-2.688, -0.739, -3.539], [-1.621, -2.162, -5.483], [-0.870, -2.241, -3.894], [0.813, -2.123, -5.613], [0.093, -0.705, -6.363], [1.970, -0.933, -4.016], [2.015, 1.460, -3.839], [0.914, 2.413, -6.007], [0.169, 2.825, -4.469], [-1.518, 2.338, -6.112], [-0.804, 0.788, -6.540], [1.853, 1.481, 4.694], [2.937, 0.532, 3.587], [1.917, -0.231, 4.816], [-1.587, -0.557, 1.088], [1.642, 0.039, 1.074], [-0.565, -0.760, -0.390], [0.785, -0.583, -0.385], [-2.540, -2.086, 1.215], [-2.880, -2.865, 0.102], [-3.601, -4.049, 0.277], [-3.968, -4.471, 1.557], [-3.604, -3.698, 2.668], [-2.883, -2.514, 2.507], [-2.770, 0.772, 0.638], [-2.313, 2.096, 0.608], [-3.234, 3.132, 0.424], [-4.591, 2.847, 0.214], [-5.031, 1.519, 0.197], [-4.121, 0.481, 0.409], [3.119, -1.011, 1.215], [2.966, -2.300, 1.750], [4.097, -3.087, 1.982], [5.377, -2.602, 1.666], [5.519, -1.321, 1.118], [4.392, -0.526, 0.890], [2.246, 1.703, 0.585], [2.424, 2.689, 1.560], [2.872, 3.966, 1.204], [3.114, 4.274, -0.139], [2.900, 3.300, -1.122], [2.458, 2.022, -0.765], [-1.139, -0.992, -1.297], [1.434, -0.799, -1.245], [-2.569, -2.546, -0.895], [-3.893, -4.635, -0.598], [-4.552, -5.388, 1.687], [-3.900, -4.018, 3.665], [-2.569, -1.914, 3.367], [-1.244, 2.313, 0.742], [-2.895, 4.169, 0.431], [-5.304, 3.659, 0.045], [-6.083, 1.285, 0.013], [-4.440, -0.561, 0.413], [1.960, -2.658, 1.992], [3.990, -4.087, 2.410], [6.262, -3.224, 1.841], [6.509, -0.932, 0.862], [4.482, 0.476, 0.472], [2.230, 2.474, 2.613], [3.049, 4.716, 1.978], [3.485, 5.268, -0.419], [3.098, 3.531, -2.175], [2.251, 1.263, -1.521], [-0.263, -0.090, 7.561], [-0.576, -0.226, 6.090], [-0.709, -0.287, 4.904], [0.807, -0.665, 7.704], [-1.117, -0.630, 8.228], [-0.205, 1.106, 7.808]],
  "mulliken_charge": [1.0424, -0.4253, -0.3717, -0.4855, -1.0973, -0.1966, -0.4606, -0.6597, -0.9407, -1.5647, 0.3809, 0.5139, 0.3705, 0.2403, 0.4294, 0.3300, 0.4829, 0.5099, 0.3521, 0.3010, 0.4361, 0.3297, 0.5642, 0.5149, 0.4121, 0.9038, 0.8479, -0.7753, -0.3586, 0.5476, -0.0664, -0.5501, -0.6268, -0.6426, -0.7276, 0.8054, 0.0753, -0.8064, -0.5892, -0.7253, -0.4166, 0.6267, -0.5249, -0.6770, -0.5272, -0.6059, -0.2686, 0.9009, -0.2705, -0.8036, -0.6373, -0.4339, -0.0805, 0.2336, 0.7172, 0.3318, 0.4392, 0.4036, 0.4223, 0.2829, 0.0712, 0.4422, 0.4215, 0.4376, 0.4119, 0.3401, 0.4116, 0.3994, 0.4166, 0.3800, 0.0392, 0.4362, 0.4136, 0.4686, 0.1183, 0.0174, 0.3045, -0.9016, -0.0170, -0.0181, -0.0254],
  "relative_energy_kcal_mol": 0.00,
  "homo_energy_ev": -13.1788,
  "total_energy_ha": -2204.45587,
  "orbital_gap_ev": 4.5853,
  "charge": 2
}

---

What did the second record say?
{
  "formula": "C2H7OS",
  "method": "ωB97M-V with the def2-TZVPD basis set",
  "species": ["O", "H", "C", "C", "S", "H", "H", "H", "H", "H", "H"],
  "xyz": [[2.425, 4.222, -1.807], [1.531, 3.946, -2.109], [-1.407, -2.099, 1.196], [-0.221, -1.131, 0.737], [-0.719, -0.371, -0.887], [-1.380, -2.852, 0.441], [-1.215, -2.366, 2.210], [-2.506, -1.608, 0.943], [0.656, -1.675, 0.310], [-0.046, -0.540, 1.665], [2.882, 4.475, -2.699]],
  "mulliken_charge": [-0.6552, 0.3237, -0.9177, -0.3854, -0.1119, 0.3079, 0.3169, 0.2496, 0.2642, 0.2767, 0.3313],
  "relative_energy_kcal_mol": 24.07,
  "homo_energy_ev": [-9.3066, -8.9078],
  "total_energy_ha": -553.73403,
  "orbital_gap_ev": [10.0780, 7.0417],
  "charge": 0,
  "spin_multiplicity": 2,
  "s_squared": 0.75
}